Density functional theory data (the ωB97M-V functional and the def2-TZVPD basis) for a 12-piece molecular cluster, H24O12 overall in a non-equilibrium geometry.

Output
**SMILES**: O.O.O.O.O.O.O.O.O.O.O.O
**E_HOMO**: -0.3654 hartree
**LUMO energy**: -0.0237 Eh
**Total energy**: -24957.066 eV
**Frontier orbital gap**: 9.3 eV
**Energy relative to the best compared isomer or geometry (same formula, charge and spin)**: 446.6 kJ/mol

Geometry as XYZ:
```
36
Properties=species:S:1:pos:R:3:forces:R:3:lowdin_charge:R:1
O 3.31537 -0.35329 -2.58919 -2.07 0.61 1.48 -0.0235
O -3.68096 2.23656 0.19667 0.94 1.29 -2.54 -0.0882
O -1.29109 -3.70305 -0.26522 -2.12 -2.37 -0.29 -0.0894
O 2.02027 -3.10673 0.47544 -0.64 1.40 -1.75 -0.0333
O -4.91267 -1.25197 -0.15725 0.80 1.26 -1.18 -0.0293
O 1.35676 4.12056 2.31309 2.00 0.32 2.48 -0.0399
O 2.11889 -2.32695 2.86334 -0.17 -1.17 0.53 -0.0561
O 0.03760 -0.14878 -2.63273 -2.73 -0.27 -0.53 -0.0906
O 2.48097 2.27263 -0.48677 1.05 -2.04 0.04 -0.0552
O -0.55537 -0.19845 2.66368 -0.74 -1.10 -3.07 -0.0749
O -0.20919 0.16064 -0.20430 1.21 -0.78 -1.08 -0.1107
O -0.93114 2.26031 -1.57499 -1.28 -1.87 0.44 -0.0928
H -4.73822 -1.84711 0.52787 -0.58 -2.09 1.92 0.0002
H 2.47420 -1.47073 2.88477 0.51 2.09 0.69 -0.0115
H 0.43444 0.06862 -0.98556 -1.37 -0.08 1.58 0.0466
H 0.11120 0.96353 0.19832 0.15 0.67 0.33 0.0297
H 0.26587 -0.36754 -3.53572 0.07 -0.17 -0.34 0.0644
H 1.31820 3.92923 3.28421 0.75 0.51 -0.98 0.0633
H -0.51906 2.51794 -2.39578 0.13 -0.21 -0.38 0.0306
H -1.08686 1.24172 -1.57684 0.85 3.22 0.15 0.0309
H 2.94282 2.18605 -1.32717 -0.19 0.92 -0.48 0.0116
H -3.01573 1.55460 0.08302 0.14 -0.47 0.53 -0.0133
H 2.87726 1.42840 -0.14091 -0.83 1.06 0.51 0.0658
H -0.86449 -0.07329 1.68449 0.98 -0.25 2.86 0.0513
H -0.57624 0.62524 3.11072 -0.25 1.29 0.35 -0.0047
H -4.01774 -0.88685 -0.12145 -0.20 0.79 -0.71 0.0246
H -0.99441 -0.15866 -2.59155 2.88 -0.33 -0.41 0.1223
H 3.11130 0.57235 -2.76810 0.26 -0.33 -0.26 0.0295
H 2.40071 -2.58512 1.98180 -0.32 -0.68 -0.20 -0.0410
H -1.94932 -4.49626 -0.31381 1.94 1.88 0.47 0.0918
H 0.51492 3.81384 2.12498 -2.76 -0.82 -1.49 -0.0223
H 2.64948 -3.33982 -0.19076 1.12 -1.10 -0.41 0.0453
H 1.68369 -2.32403 -0.02940 -0.48 -0.59 1.20 0.0793
H -3.40674 2.76177 -0.63883 -0.93 -0.77 2.04 0.0763
H 4.04521 -0.61670 -3.09182 1.73 -0.31 -1.27 0.0097
H -1.65613 -3.18900 -0.98660 0.13 0.52 -0.24 0.0035
```
Forces are in eV/Å.